1.
17
Properties=species:S:1:pos:R:3:lowdin_charge:R:1 method="wB97M-V/def2-TZVPD" mol_weight_g_mol=102.1 relative_energy_kj_mol=235.13 max_force_ev_per_a=3.1 lumo_ev=0.98 smiles=C[C@@H]1COC[C@@H]1O homo_lumo_gap_ev=11.03 multiplicity=1
C 0.82 -1.68 -0.76 -0.0514
C -0.24 -0.70 -0.26 -0.3104
C -0.41 0.51 -1.17 -0.1736
O -1.23 1.42 -0.45 -0.1223
C -0.81 1.39 0.89 -0.1353
C 0.03 -0.02 1.07 -0.3001
O 1.38 0.38 1.23 -0.0274
H 0.89 -2.57 -0.12 0.0818
H 0.57 -2.02 -1.78 0.0818
H 1.80 -1.20 -0.78 0.0809
H -1.21 -1.19 -0.17 0.1495
H 0.58 0.96 -1.39 0.1363
H -0.92 0.29 -2.11 0.1316
H -1.66 1.40 1.57 0.1188
H -0.27 2.36 1.10 0.1444
H -0.30 -0.58 1.96 0.1449
H 0.97 1.26 1.19 0.0503

---

2.
69
Properties=species:S:1:pos:R:3:lowdin_charge:R:1 method="wB97M-V/def2-TZVPD" mol_weight_g_mol=688.3 relative_energy_kj_mol=0.00 max_force_ev_per_a=1.0 lumo_ev=1.38 total_charge=-1 homo_lumo_gap_ev=4.75 multiplicity=1
Rb 0.80 1.76 0.60 0.6826
C 4.11 1.32 -3.58 -0.0523
C 2.91 1.28 -2.66 -0.2984
N 2.94 1.79 -1.47 -0.0223
N 4.02 2.47 -1.12 -0.0693
C 4.43 2.54 0.13 -0.9812
N 5.25 3.62 0.38 0.0266
S 4.14 1.48 1.43 0.3919
C 1.69 0.62 -3.11 -0.2313
C 1.64 -0.03 -4.36 -0.0289
C 0.49 -0.71 -4.73 -0.0848
C -0.59 -0.74 -3.86 -0.0796
C -0.47 -0.04 -2.67 -0.1533
N 0.62 0.62 -2.30 0.0778
H 4.89 1.88 -3.09 0.0534
H 3.87 1.81 -4.53 0.0747
H 4.48 0.31 -3.80 0.0757
H 5.64 4.07 -0.43 0.0730
H 5.87 3.50 1.17 0.0494
H 2.49 0.00 -5.02 0.0940
H 0.45 -1.22 -5.68 0.0990
H -1.50 -1.27 -4.11 0.0929
H -1.29 -0.02 -1.95 0.0939
C -0.73 3.75 3.01 -0.2295
C -1.72 4.11 2.07 -0.2252
C -1.07 4.77 1.00 -0.2240
C 0.30 4.80 1.27 -0.2736
C 0.51 4.17 2.52 -0.2869
H -0.91 3.26 3.96 0.0653
H -2.79 3.97 2.19 0.0451
H -1.57 5.20 0.14 0.0628
H 1.07 5.28 0.68 0.0729
H 1.46 4.11 3.04 0.0748
S 4.22 -3.37 -0.56 1.0757
C 5.12 -4.82 -0.72 -0.4175
C 4.38 -5.92 -0.41 -0.1983
C 3.05 -5.59 -0.05 -0.1316
C 2.79 -4.24 -0.08 -0.4679
C 1.55 -3.54 0.22 -0.1905
C 1.46 -2.13 0.15 -0.0802
N 0.38 -1.44 0.38 0.1217
C -0.75 -2.09 0.74 -0.1484
C -0.77 -3.49 0.89 -0.1380
C -1.97 -4.13 1.34 -0.0299
C -3.08 -3.42 1.61 -0.0283
C -3.10 -1.99 1.44 -0.1390
C -4.23 -1.22 1.72 0.0180
C -4.21 0.15 1.54 -0.1893
C -3.01 0.70 1.02 -0.0485
N -1.94 0.00 0.75 0.1186
C -1.94 -1.33 0.98 -0.1507
C -5.33 1.01 1.86 -0.4646
C -5.42 2.38 1.77 -0.1082
C -6.66 2.90 2.20 -0.1800
C -7.52 1.93 2.62 -0.4247
S -6.82 0.37 2.51 1.0288
C 0.40 -4.21 0.61 0.0436
H 6.16 -4.78 -1.02 0.0622
H 4.76 -6.93 -0.44 0.0975
H 2.31 -6.33 0.22 0.1027
H 2.34 -1.55 -0.12 0.0973
H -1.96 -5.21 1.47 0.1107
H -3.98 -3.90 1.97 0.1116
H -5.13 -1.71 2.09 0.0975
H -2.93 1.76 0.83 0.1085
H -4.60 3.00 1.42 0.0965
H -6.89 3.95 2.21 0.1046
H -8.52 2.04 3.00 0.0588
H 0.40 -5.29 0.72 0.1161